(1)
Entry from the OMol25 dataset: a 8-piece molecular cluster, C24H64O8 overall at a distorted geometry (ωB97M-V/def2-TZVPD).

Its HOMO energy is -9.6 eV. Its SMILES is CC(C)O.CC(C)O.CC(C)O.CC(C)O.CC(C)O.CC(C)O.CC(C)O.CC(C)O. The value obtained for the largest force on an atom is 1.19 eV/Å.

Cartesian coordinates (Å):
C: 1.285 -0.759 -0.933
C: 0.430 0.013 0.035
C: -1.051 -0.061 -0.364
O: 0.594 -0.508 1.365
H: 1.309 -0.341 -1.942
H: 0.937 -1.791 -1.015
H: 2.334 -0.781 -0.617
H: 0.659 1.080 0.083
H: -1.544 -0.976 -0.032
H: -1.162 -0.011 -1.453
H: -1.639 0.776 0.021
H: 0.925 -1.416 1.287
C: -3.859 -1.230 3.107
C: -3.165 -0.900 4.406
C: -1.752 -0.383 4.181
O: -3.905 0.040 5.169
H: -4.897 -1.521 3.292
H: -3.385 -2.055 2.577
H: -3.857 -0.359 2.442
H: -3.086 -1.826 4.993
H: -1.242 -0.281 5.138
H: -1.793 0.595 3.695
H: -1.183 -1.047 3.529
H: -4.569 0.450 4.607
C: 2.420 0.277 4.246
C: 2.666 1.486 3.369
C: 3.791 1.240 2.368
O: 1.482 1.849 2.665
H: 3.357 -0.116 4.654
H: 1.930 -0.520 3.686
H: 1.788 0.532 5.101
H: 2.929 2.355 3.975
H: 3.815 2.070 1.659
H: 3.598 0.322 1.805
H: 4.774 1.194 2.843
H: 1.197 1.041 2.214
C: 8.104 0.163 -1.391
C: 6.739 -0.314 -0.908
C: 5.734 -0.382 -2.031
O: 6.839 -1.628 -0.354
H: 8.554 -0.604 -2.023
H: 8.769 0.321 -0.540
H: 8.016 1.101 -1.939
H: 6.380 0.383 -0.138
H: 4.769 -0.793 -1.736
H: 6.131 -0.999 -2.843
H: 5.538 0.609 -2.446
H: 7.358 -1.574 0.454
C: 0.378 -3.662 3.706
C: 0.286 -3.969 2.222
C: -1.032 -3.592 1.602
O: 1.308 -3.270 1.486
H: -0.516 -4.028 4.217
H: 0.456 -2.589 3.879
H: 1.225 -4.172 4.170
H: 0.415 -5.046 2.059
H: -1.032 -3.900 0.553
H: -1.246 -2.523 1.612
H: -1.850 -4.117 2.096
H: 2.166 -3.599 1.769
C: -5.147 4.023 0.212
C: -4.597 2.722 0.792
C: -3.381 2.971 1.661
O: -5.577 2.078 1.614
H: -5.904 3.815 -0.550
H: -4.351 4.613 -0.242
H: -5.631 4.610 0.993
H: -4.327 2.065 -0.045
H: -3.564 3.824 2.312
H: -2.548 3.222 1.001
H: -3.125 2.062 2.203
H: -6.369 1.932 1.089
C: -0.507 -1.423 -6.461
C: -0.933 -2.354 -5.349
C: -0.358 -1.946 -4.016
O: -2.360 -2.350 -5.182
H: 0.580 -1.300 -6.444
H: -0.943 -0.435 -6.307
H: -0.791 -1.795 -7.446
H: -0.625 -3.379 -5.593
H: -0.577 -0.896 -3.812
H: 0.719 -2.108 -3.945
H: -0.786 -2.546 -3.209
H: -2.751 -2.729 -5.976
C: -1.135 3.541 -2.583
C: -1.403 2.968 -3.963
C: -2.285 1.759 -3.901
O: -2.108 3.920 -4.782
H: -0.784 4.570 -2.668
H: -0.375 2.962 -2.055
H: -2.053 3.522 -1.994
H: -0.451 2.732 -4.455
H: -3.238 2.077 -3.458
H: -1.902 1.000 -3.221
H: -2.518 1.365 -4.888
H: -1.517 4.658 -4.960

***

(2)
Entry from the OMol25 dataset: C18H35INO2P2PmSi as an isolated structure at a distorted geometry (ωB97M-V/def2-TZVPD).

Its HOMO energy (alpha / beta) is -13.6 / -13.6 eV. The multiplicity is 5. Its net charge is +2. The value obtained for the largest force on an atom is 5.96 eV/Å.

Cartesian coordinates (Å):
C: 6.598 -0.443 -5.244
C: 5.224 -0.928 -4.864
H: 6.938 -0.998 -6.127
H: 7.300 -0.612 -4.427
H: 6.575 0.621 -5.480
O: 4.575 -1.780 -5.421
I: 4.259 -0.003 -3.105
Pm: 0.228 -0.026 -0.338
P: -0.746 1.484 -2.336
C: -2.385 1.141 -3.086
C: -0.935 3.035 -1.378
H: -1.236 3.857 -2.022
H: 0.131 2.726 -4.234
H: 0.016 3.307 -0.906
H: 1.436 2.057 -3.211
H: -3.137 0.952 -2.293
H: -1.680 2.930 -0.583
C: 0.451 1.856 -3.657
H: -2.737 1.986 -3.707
H: 0.564 0.987 -4.319
H: -2.336 0.227 -3.713
P: 1.399 -2.173 0.762
C: 0.472 -3.730 1.054
C: 3.053 -2.566 0.098
H: 2.225 -0.470 2.310
H: 2.252 -2.076 3.041
H: 0.729 -1.182 2.924
C: 1.669 -1.410 2.410
H: 3.608 -1.631 -0.080
H: 3.612 -3.194 0.796
H: 1.030 -4.416 1.719
H: 0.289 -4.241 0.087
H: 2.954 -3.074 -0.871
H: -0.518 -3.528 1.513
C: -1.308 -1.636 -1.302
O: -2.102 -2.330 -1.763
C: -3.344 -2.372 1.118
Si: -2.766 -0.739 1.829
C: -4.283 0.303 1.580
C: -2.348 -1.209 3.577
N: -1.343 0.160 1.276
C: -0.849 1.320 1.881
C: 0.432 1.903 1.538
C: 0.852 3.081 2.166
C: 0.085 3.676 3.150
C: -1.149 3.119 3.505
C: -1.617 1.970 2.869
H: -4.081 -2.701 1.872
H: -2.587 -3.155 1.029
H: -3.888 -2.270 0.173
H: -5.124 -0.233 2.040
H: -4.241 1.299 2.027
H: -4.509 0.427 0.514
H: -1.502 -1.905 3.611
H: -2.113 -0.349 4.209
H: -3.227 -1.717 3.990
H: 1.225 1.497 0.845
H: 1.824 3.485 1.860
H: 0.441 4.584 3.667
H: -1.769 3.565 4.280
H: -2.586 1.543 3.146

***

(3)
Entry from the OMol25 dataset: C3H5N3 as an isolated structure (ωB97M-V/def2-TZVPD).

Its HOMO energy is -7.6 eV. The value obtained for the largest force on an atom is 0.74 eV/Å.

Cartesian coordinates (Å):
N: -1.657 0.205 -0.856
C: -0.541 0.021 -0.054
C: 0.288 -1.083 0.019
N: 1.535 -0.773 0.372
C: 0.838 1.072 0.543
N: -0.303 1.146 0.987
H: -2.370 0.777 -0.420
H: -1.472 0.521 -1.799
H: -0.060 -2.093 -0.197
H: 1.956 -1.473 0.994
H: 1.690 1.716 0.359

***

(4)
Entry from the OMol25 dataset: C30H42Cl4KN3O6SSeSi2 as an isolated structure at a distorted geometry (ωB97M-V/def2-TZVPD).

Its HOMO energy is -1.7 eV. Its net charge is -2. The value obtained for the largest force on an atom is 1.15 eV/Å.

Cartesian coordinates (Å):
K: 0.070 -0.751 0.945
O: 1.071 1.467 3.375
Cl: 0.070 0.489 3.749
O: -0.206 0.562 5.149
O: 0.565 -0.831 3.398
O: -1.131 0.737 2.976
C: 1.477 2.248 -0.106
Si: -0.178 2.379 -1.014
C: -1.697 1.502 -0.286
N: -1.976 0.116 -0.605
C: -2.279 -0.065 -2.032
C: -3.314 -1.155 -2.251
C: -4.643 -0.770 -1.595
C: -4.419 -0.210 -0.172
C: -2.989 -0.495 0.274
C: -0.165 2.399 -2.902
C: -0.980 3.323 -3.566
C: -1.087 3.329 -4.949
C: -0.373 2.409 -5.705
C: 0.439 1.483 -5.067
C: 0.536 1.478 -3.683
C: -0.532 4.201 -0.541
C: 0.226 5.222 -1.124
C: 0.060 6.552 -0.767
C: -0.876 6.898 0.200
C: -1.631 5.905 0.802
C: -1.457 4.575 0.435
H: 1.254 2.042 0.949
H: 1.995 3.204 -0.129
H: -2.533 2.166 -0.593
H: -1.626 1.609 0.804
H: -1.356 -0.288 -2.573
H: -2.674 0.879 -2.451
H: -2.954 -2.100 -1.838
H: -3.445 -1.311 -3.325
H: -5.295 -1.645 -1.556
H: -5.147 -0.019 -2.213
H: -5.111 -0.666 0.540
H: -4.603 0.870 -0.150
H: -2.833 -1.577 0.277
H: -2.810 -0.143 1.293
H: -1.547 4.049 -2.994
H: -1.734 4.050 -5.436
H: -0.457 2.410 -6.785
H: 0.988 0.744 -5.637
H: 1.145 0.732 -3.193
H: 0.961 4.972 -1.883
H: 0.662 7.319 -1.241
H: -1.008 7.935 0.485
H: -2.355 6.160 1.567
H: -2.055 3.821 0.932
C: 5.266 1.967 -3.057
C: 3.874 1.347 -3.017
C: 3.685 0.338 -1.881
S: 2.881 1.107 -0.442
O: 3.950 2.130 -0.203
C: 3.057 -0.070 0.927
C: 4.442 -0.008 1.568
C: 4.571 1.085 2.622
H: 5.360 2.661 -3.897
H: 6.027 1.191 -3.178
H: 5.464 2.502 -2.130
H: 3.670 0.822 -3.953
H: 3.122 2.138 -2.952
H: 4.645 0.027 -1.463
H: 3.122 -0.537 -2.170
H: 2.826 -1.058 0.523
H: 2.313 0.209 1.676
H: 5.208 0.115 0.800
H: 4.612 -0.985 2.029
H: 4.452 2.066 2.166
H: 5.550 1.042 3.105
H: 3.803 0.969 3.389
Se: -2.770 -4.332 0.069
C: -4.303 -3.752 0.988
C: -4.245 -3.081 2.222
C: -5.400 -2.633 2.833
N: -6.634 -2.784 2.338
C: -6.694 -3.423 1.165
C: -5.602 -3.909 0.474
H: -3.285 -2.911 2.695
H: -5.332 -2.111 3.785
H: -7.691 -3.552 0.748
H: -5.739 -4.409 -0.477
O: 1.250 0.087 -1.056
N: 1.304 -1.323 -1.165
Cl: 2.294 -4.032 -1.979
Si: 1.230 -2.312 -2.465
Cl: -0.573 -3.058 -3.149
Cl: 2.123 -1.682 -4.295

***

(5)
Entry from the OMol25 dataset: a 2-piece molecular cluster, C8H8N4O4 overall at a distorted geometry (ωB97M-V/def2-TZVPD).

Its HOMO energy is -9.3 eV. Its SMILES is O=c1cc[nH]c(=O)[nH]1.O=c1cc[nH]c(=O)[nH]1. The value obtained for the largest force on an atom is 6.23 eV/Å.

Cartesian coordinates (Å):
C: -2.009 -0.935 -0.137
C: -3.396 -1.696 -0.170
C: -4.527 -0.972 0.101
C: -3.111 1.121 -0.079
C: 4.301 0.194 -0.045
C: 4.003 -1.162 0.071
C: 2.692 -1.554 0.069
C: 1.799 0.678 0.042
H: -1.001 0.607 -0.213
H: -3.277 -2.756 0.258
H: -5.505 -1.395 0.262
H: -5.019 1.209 0.780
H: 3.572 2.001 0.072
H: 4.741 -2.049 -0.262
H: 2.252 -2.532 -0.331
H: 0.654 -1.141 0.424
N: -2.056 0.337 -0.419
N: -4.415 0.458 0.094
N: 3.117 0.963 -0.001
N: 1.659 -0.736 0.175
O: -0.902 -1.514 0.079
O: -3.080 2.377 0.156
O: 5.382 0.795 0.039
O: 0.719 1.450 -0.154

***

(6)
Entry from the OMol25 dataset: a 2-piece molecular cluster, C5H12NOS overall at a distorted geometry (ωB97M-V/def2-TZVPD).

Its HOMO energy is -3.0 eV. Its net charge is -1. The value obtained for the largest force on an atom is 2.10 eV/Å.

Cartesian coordinates (Å):
C: 1.285 -1.917 1.128
C: 2.303 -0.811 0.970
C: 1.952 0.498 1.770
S: 0.356 1.185 1.258
H: 1.076 -2.121 2.182
H: 1.566 -2.855 0.635
H: 0.325 -1.625 0.697
H: 3.301 -1.194 1.231
H: 2.400 -0.500 -0.076
H: 2.774 1.143 1.445
H: 2.085 0.234 2.825
C: -0.599 0.686 -2.315
C: -1.746 -0.057 -1.684
N: -2.255 0.462 -0.535
O: -2.205 -1.067 -2.206
H: -0.940 1.459 -3.001
H: 0.010 -0.066 -2.818
H: 0.060 1.134 -1.567
H: -2.931 -0.146 -0.113
H: -1.600 0.852 0.162